{"formula": "H3NOP", "method": "wB97M-V/def2-TZVPD", "lumo_ev": [5.0, 3.2], "total_charge": -1, "mol_weight_g_mol": 64.0, "multiplicity": 3, "de_lowest_kj_mol": 95.0, "orbital_gap_ev": [4.20, 7.11], "total_energy_ev": -12868.4917, "homo_ha": [0.0304, -0.1447], "elements": ["P", "O", "N", "H", "H", "H"], "coordinates": [[0.26, -0.54, -0.59], [-0.05, 1.46, -0.72], [-0.17, 0.68, 0.56], [0.89, 0.74, 1.22], [-1.08, -0.66, -0.72], [0.14, -1.69, 0.25]]}